# 1
Density functional theory data (ωB97M-V/def2-TZVPD) for a cluster of 4 separate species, C24H47ClN3O5P in total at a distorted geometry.

Results
* frontier orbital gap: 9.3878 eV
* energy: -2284.67868 Ha
* HOMO: -0.3279 Eh
* structure (SMILES): CCCCP(C)(Cl)(CCCO)COc1ccccc1.CN(C)C=O.CN(C)C=O.CN(C)C=O

Atoms and positions in Å:
C1 -0.192 0.260 4.598
C2 1.166 -0.448 4.658
C3 1.416 -1.605 3.651
C4 0.323 -1.930 2.630
P1 -0.050 -0.795 1.235
C5 -1.226 0.592 1.319
Cl1 -1.946 -2.168 0.882
C6 0.505 -1.342 -0.436
C7 -0.225 -0.669 -1.600
C8 0.560 -0.908 -2.880
O1 -0.221 -0.489 -3.995
C9 1.483 0.302 1.438
O2 1.529 1.155 0.269
C10 2.096 2.392 0.488
C11 1.341 3.466 0.932
C12 1.931 4.713 1.111
C13 3.282 4.889 0.836
C14 4.035 3.809 0.395
C15 3.449 2.564 0.219
H1 -0.379 0.741 5.560
H2 -1.025 -0.419 4.424
H3 -0.190 1.062 3.861
H4 1.960 0.292 4.546
H5 1.283 -0.852 5.664
H6 2.390 -1.488 3.177
H7 1.519 -2.518 4.245
H8 0.568 -2.876 2.142
H9 -0.613 -2.128 3.146
H10 -1.574 0.809 0.311
H11 -0.725 1.476 1.707
H12 -2.080 0.334 1.937
H13 0.271 -2.408 -0.468
H14 1.588 -1.243 -0.521
H15 -0.263 0.409 -1.445
H16 -1.226 -1.087 -1.700
H17 0.823 -1.968 -2.974
H18 1.493 -0.337 -2.822
H19 0.360 -0.105 -4.657
H20 1.459 0.943 2.321
H21 2.401 -0.291 1.440
H22 0.282 3.354 1.130
H23 1.334 5.549 1.436
H24 3.728 5.866 0.957
H25 5.087 3.934 0.171
H26 4.022 1.714 -0.131
C16 -4.181 -3.067 -3.311
N1 -4.651 -4.124 -2.441
C17 -5.709 -5.008 -2.895
C18 -4.134 -4.315 -1.207
O3 -4.497 -5.189 -0.444
H27 -4.994 -2.380 -3.558
H28 -3.779 -3.480 -4.240
H29 -3.394 -2.506 -2.811
H30 -6.569 -4.948 -2.227
H31 -5.364 -6.043 -2.903
H32 -6.010 -4.719 -3.899
H33 -3.340 -3.593 -0.957
C19 0.952 -5.321 -0.366
N2 2.392 -5.162 -0.288
C20 3.240 -5.953 -1.163
C21 2.985 -4.303 0.563
O4 4.185 -4.134 0.654
H34 0.669 -6.352 -0.143
H35 0.599 -5.070 -1.368
H36 0.457 -4.666 0.350
H37 3.920 -6.572 -0.577
H38 3.842 -5.303 -1.799
H39 2.615 -6.590 -1.784
H40 2.264 -3.746 1.186
C22 -2.278 8.180 -1.445
N3 -1.043 7.563 -1.007
C23 -0.505 6.434 -1.749
C24 -0.365 7.997 0.070
O5 0.676 7.502 0.463
H41 -3.095 7.455 -1.431
H42 -2.174 8.570 -2.459
H43 -2.532 9.003 -0.780
H44 -0.422 5.558 -1.105
H45 0.492 6.667 -2.125
H46 -1.164 6.209 -2.584
H47 -0.842 8.854 0.574

# 2
Density functional theory data (ωB97M-V/def2-TZVPD) for the ion C18H38N5O10 with charge +1.

Results
* frontier orbital gap: 9.6885 eV
* energy: -1734.67922 Ha
* HOMO: -0.4351 Eh
* net charge: +1
* structure (SMILES): N[C@@H]1[C@@H](O)[C@@H](O[C@@H]2[C@@H](O)[C@H](O[C@H]3O[C@H](C[NH3+])[C@@H](O)[C@H](O)[C@H]3N)[C@@H](N)C[C@H]2N)O[C@H](CO)[C@H]1O
* relative energy (zero: lowest compared OMol25 entry of this formula, charge and spin): 3.6 kcal per mole

Atoms and positions in Å:
N1 -1.167 -0.928 -2.453
C1 -0.499 -1.540 -1.303
C2 0.913 -2.047 -1.624
O1 1.680 -1.099 -2.332
C3 1.559 -2.339 -0.245
O2 1.488 -1.181 0.542
C4 2.673 -0.606 1.068
C5 2.179 0.583 1.918
O3 3.241 1.260 2.537
C6 1.399 1.612 1.062
O4 0.013 1.364 1.278
C7 -0.862 2.452 1.282
O5 -1.126 2.932 -0.022
C8 -1.683 1.905 -0.830
C9 -1.627 2.295 -2.304
N2 -0.439 1.648 -2.901
C10 -3.080 1.515 -0.340
O6 -3.571 0.525 -1.209
C11 -2.921 0.987 1.091
O7 -4.199 0.711 1.598
C12 -2.183 2.014 1.968
N3 -2.013 1.435 3.280
C13 1.815 1.496 -0.417
N4 1.376 2.622 -1.264
C14 3.327 1.302 -0.468
C15 3.676 -0.129 -0.008
N5 5.017 -0.281 0.519
O8 0.868 -3.398 0.354
C16 -0.501 -3.131 0.621
C17 -1.080 -4.416 1.217
O9 -2.419 -4.173 1.598
C18 -1.274 -2.689 -0.640
O10 -2.551 -2.208 -0.320
H1 -2.113 -0.685 -2.142
H2 -1.272 -1.613 -3.198
H3 -0.397 -0.760 -0.541
H4 0.866 -2.997 -2.172
H5 1.520 -1.208 -3.275
H6 2.589 -2.692 -0.362
H7 3.193 -1.331 1.710
H8 1.471 0.194 2.664
H9 3.677 0.665 3.159
H10 1.658 2.611 1.443
H11 -0.422 3.312 1.813
H12 -1.064 1.011 -0.695
H13 -2.534 1.944 -2.796
H14 -1.556 3.379 -2.391
H15 -0.580 0.577 -2.792
H16 -0.344 1.887 -3.886
H17 0.440 2.020 -2.326
H18 -3.751 2.387 -0.332
H19 -4.223 0.009 -0.716
H20 -2.324 0.060 1.052
H21 -4.118 0.618 2.556
H22 -2.816 2.904 2.057
H23 -1.679 2.120 3.948
H24 -1.336 0.679 3.235
H25 1.353 0.592 -0.820
H26 2.167 3.202 -1.525
H27 0.716 3.208 -0.752
H28 3.686 1.451 -1.487
H29 3.813 2.028 0.189
H30 3.582 -0.797 -0.869
H31 5.185 0.401 1.252
H32 5.707 -0.131 -0.207
H33 -0.585 -2.319 1.359
H34 -1.023 -5.215 0.467
H35 -0.465 -4.702 2.077
H36 -2.767 -4.952 2.044
H37 -1.347 -3.542 -1.339
H38 -2.936 -2.804 0.342

# 3
Density functional theory data (ωB97M-V/def2-TZVPD) for a cluster of 2 separate species, C5H13NO in total at a distorted geometry.

Results
* frontier orbital gap: 10.6854 eV
* energy: -328.31289 Ha
* HOMO: -0.3626 Eh
* structure (SMILES): CC(N)=O.CCC
* relative energy (zero: lowest compared OMol25 entry of this formula, charge and spin): 3.7 kcal per mole

Atoms and positions in Å:
C1 0.900 -2.259 0.561
C2 -0.567 -2.270 0.906
N1 -1.328 -3.106 0.153
O1 -1.043 -1.553 1.761
H1 1.097 -1.271 0.119
H2 1.218 -3.055 -0.102
H3 1.571 -2.320 1.412
H4 -2.307 -3.286 0.335
H5 -0.931 -3.701 -0.552
C3 0.474 1.785 -1.625
C4 0.595 1.838 -0.102
C5 -0.581 2.563 0.567
H6 1.295 1.195 -2.041
H7 0.501 2.791 -2.041
H8 -0.464 1.305 -1.915
H9 0.701 0.832 0.306
H10 1.561 2.307 0.115
H11 -0.368 3.606 0.787
H12 -1.443 2.569 -0.105
H13 -0.881 2.032 1.461